1.
C4H6N4 | wB97M-V/def2-TZVPD

Structure (XYZ):
```
14
Properties=species:S:1:pos:R:3:forces:R:3
N -1.70918 -1.32900 0.09014 -0.601 -0.342 -1.274
C -0.47143 -0.67623 -0.06376 -0.741 0.358 0.528
N 0.60535 -1.38820 -0.01418 -0.035 -1.510 -0.140
C 1.76040 -0.75771 0.00755 0.506 1.703 0.176
C 1.81339 0.61980 0.03512 0.959 -0.127 -0.543
N 0.72727 1.40113 -0.00536 0.218 -0.164 -0.012
C -0.39931 0.74891 -0.05211 -0.784 -0.406 -0.024
N -1.62255 1.40136 -0.05514 -0.631 -0.408 0.690
H -2.44658 -1.01318 -0.61622 1.446 -0.827 1.379
H -1.53193 -2.36541 0.13059 -0.534 1.565 -0.357
H 2.68587 -1.28512 0.02207 0.351 -0.674 0.032
H 2.79194 1.09580 0.01760 -0.239 0.127 0.157
H -2.18170 0.96773 0.69625 -0.053 0.475 -0.674
H -1.54214 2.39453 0.08069 0.137 0.227 0.063
```
Positions in Å, forces in eV/Å.

Computed properties:
2S+1: 1
SMILES: Nc1nccnc1N
HOMO-LUMO gap in eV: 9.3
ΔE to the lowest compared entry with this formula, charge and spin in kJ/mol: 0.0
Maximum force in hartree/bohr: 0.0420
E_HOMO in eV: -8.3

***

2.
C54H46N2O9PS | wB97M-V/def2-TZVPD

Structure (XYZ):
```
113
Properties=species:S:1:pos:R:3:forces:R:3
C 4.71208 -1.85500 -5.47675 -0.903 0.474 0.861
C 4.14577 -0.36594 -5.67619 -0.498 2.783 -0.426
C 5.06114 0.87200 -5.62488 -4.692 0.471 -0.794
C 4.35908 2.28195 -5.83452 -1.291 -2.857 0.053
C 2.84383 2.47707 -6.04810 1.636 -2.227 0.137
C 2.24620 3.94691 -6.24850 0.499 0.097 -0.247
C 1.53286 4.44002 -4.88436 -0.277 -0.212 -0.516
C 3.35595 5.05489 -6.64032 0.402 -0.706 0.167
C 1.91416 1.20203 -6.05437 5.264 -0.188 0.591
O 0.50984 1.44682 -6.21317 0.060 -1.845 0.566
C -0.23145 0.23779 -6.40588 1.555 -0.548 -0.534
N -1.73757 0.53044 -6.32999 0.323 -1.306 -0.197
P -2.35876 0.21838 -4.65662 0.905 1.004 5.209
N -1.49820 0.91703 -3.50048 -0.354 -0.197 -3.003
S -2.18571 2.10235 -6.98383 -4.924 5.298 -6.930
C -2.10727 3.43193 -5.66654 -0.128 -0.403 1.977
O -3.65754 1.98888 -7.35414 3.977 -0.865 2.607
O -1.46252 2.46927 -8.24806 -0.178 -1.756 4.375
C 2.59393 -0.17573 -5.89130 1.204 2.418 0.136
H 5.83533 -1.94718 -5.64127 -1.621 0.320 -0.033
H 4.12246 -2.62988 -6.09879 1.072 1.392 0.858
H 4.52875 -2.11629 -4.36415 0.308 0.323 -1.724
H 6.19061 0.83438 -5.44489 -1.952 -0.103 -0.351
H 5.08267 3.17716 -5.81596 -1.593 -1.475 -0.088
H 1.51985 3.91216 -7.14780 0.879 -0.079 1.635
H 1.62378 3.63661 -4.06975 -0.233 1.209 -1.152
H 2.03532 5.40531 -4.50310 -0.994 -1.530 -0.595
H 0.42319 4.61886 -5.14357 1.772 0.022 0.786
H 3.96607 4.74192 -7.56716 -1.108 0.554 1.340
H 4.09748 5.13086 -5.77278 -1.021 0.096 -1.150
H 2.87857 6.08778 -6.80147 0.619 -1.696 0.211
H -0.02962 -0.12499 -7.47012 -0.333 0.180 1.477
H -0.04439 -0.56545 -5.60027 -0.044 1.236 -1.212
H -2.21448 -0.18355 -6.93578 0.268 0.862 -0.052
H -3.72285 0.68653 -4.48818 0.562 -0.845 -1.195
H -2.24233 -1.21014 -4.46127 -0.624 0.554 -1.098
H -0.73972 1.46281 -3.94079 -0.044 -0.228 0.863
H -2.27136 4.46262 -6.12413 0.416 -1.713 -0.114
H -1.15761 3.37221 -5.03849 -1.163 0.089 -1.215
H -2.99371 3.24784 -4.94636 1.354 0.015 -1.340
H 1.98322 -1.13475 -5.90008 0.916 1.415 -0.031
C 7.81194 -0.29688 3.32780 -0.139 0.072 -0.130
C 8.46369 -0.92940 2.27124 -0.136 0.087 -0.140
C 7.99445 -0.77596 0.97131 0.147 -0.078 0.183
C 6.86282 0.00215 0.72515 0.153 -0.100 0.276
C 6.19577 0.61584 1.78654 0.270 -0.160 0.141
C 6.67980 0.47396 3.08778 0.159 -0.114 0.098
C 4.96548 1.40385 1.54536 -0.366 0.396 0.877
O 4.38424 1.94347 2.47042 0.117 -0.138 -0.313
C 4.44761 1.51875 0.16305 -0.263 0.082 -0.380
C 3.25809 2.21030 -0.07488 -0.192 0.081 -0.234
C 2.77230 2.33222 -1.37344 0.206 -0.107 0.214
C 3.47791 1.77260 -2.43691 -0.112 0.025 0.099
C 4.65547 1.08559 -2.20226 0.042 -0.073 -0.053
C 5.14045 0.94481 -0.90216 -0.343 0.219 -0.114
C 6.38146 0.17423 -0.66358 0.607 -0.461 -0.640
O 6.99468 -0.31642 -1.59733 -0.234 0.148 0.187
H 8.18433 -0.40977 4.34087 -0.050 0.021 -0.110
H 9.33978 -1.54095 2.46127 -0.091 0.075 -0.033
H 8.50960 -1.26701 0.15181 -0.170 0.151 0.011
H 6.17342 0.95972 3.91573 -0.049 -0.015 -0.223
H 2.70581 2.65011 0.74976 0.223 -0.108 0.004
H 1.84349 2.86406 -1.55662 0.081 -0.026 0.057
H 3.10743 1.86752 -3.45275 0.069 -0.032 0.100
H 5.19484 0.65029 -3.03662 0.035 -0.003 0.259
C -2.55452 1.56787 1.15684 -0.128 -0.185 0.019
C -2.29882 1.17315 -0.15495 -0.119 -0.136 0.005
C -2.89271 0.02406 -0.66343 0.073 0.256 0.142
C -3.73495 -0.74122 0.14088 0.170 0.241 0.034
C -3.97223 -0.36048 1.46097 0.246 0.318 -0.116
C -3.38909 0.80298 1.96502 0.139 0.162 -0.067
C -4.82545 -1.19210 2.33957 -0.174 0.210 0.949
O -5.03597 -0.85803 3.49146 0.002 -0.027 -0.417
C -5.41065 -2.43949 1.79832 -0.173 -0.351 -0.009
C -6.16954 -3.26360 2.63032 -0.113 -0.191 -0.039
C -6.73436 -4.43092 2.12678 0.114 0.190 -0.029
C -6.55136 -4.77461 0.78915 0.113 0.160 -0.041
C -5.79131 -3.95925 -0.04193 -0.128 -0.174 0.100
C -5.21114 -2.79459 0.46372 -0.177 -0.257 0.045
C -4.37478 -1.95227 -0.41897 0.092 -0.265 -0.773
O -4.20890 -2.25382 -1.59268 -0.005 0.128 0.135
H -2.09803 2.46998 1.55132 -0.053 -0.109 -0.020
H -1.63764 1.76302 -0.78180 -0.077 -0.096 0.020
H -2.69347 -0.27340 -1.68457 -0.060 -0.081 0.207
H -3.58036 1.11207 2.98776 -0.046 -0.208 -0.104
H -6.31901 -3.00062 3.67288 0.110 0.099 -0.169
H -7.31980 -5.07289 2.77711 0.068 0.083 -0.064
H -6.99831 -5.68173 0.39530 0.054 0.104 0.039
H -5.64839 -4.23501 -1.08188 0.077 0.161 0.135
C -6.49350 -2.22368 6.98631 0.237 -0.008 0.072
C -6.75003 -2.69516 8.27216 0.191 0.022 0.051
C -5.71485 -2.80097 9.19462 -0.236 -0.014 -0.090
C -4.41574 -2.44638 8.82963 -0.321 -0.017 -0.203
C -4.15476 -1.99740 7.53461 -0.388 -0.082 0.045
C -5.19906 -1.87567 6.61622 -0.173 -0.028 -0.084
C -2.77266 -1.66489 7.11944 0.126 0.310 -0.887
O -2.54388 -1.26895 5.98880 -0.029 -0.107 0.274
C -1.67179 -1.82898 8.09567 0.367 -0.027 0.166
C -0.35692 -1.57476 7.70245 0.244 -0.006 0.116
C 0.68229 -1.71346 8.61648 -0.227 0.002 -0.067
C 0.41177 -2.09725 9.92815 -0.205 -0.016 -0.039
C -0.89603 -2.35682 10.32238 0.243 0.019 -0.008
C -1.93956 -2.23245 9.40379 0.396 0.059 -0.003
C -3.32381 -2.54560 9.82416 -0.224 -0.295 0.964
O -3.56083 -2.88571 10.97055 0.083 0.095 -0.337
H -7.30384 -2.13261 6.26963 0.083 0.019 0.065
H -7.75853 -2.97839 8.55615 0.111 0.037 -0.008
H -5.92175 -3.16398 10.19640 0.194 0.089 -0.096
H -5.00529 -1.51399 5.61063 0.112 -0.042 0.218
H -0.13919 -1.27229 6.68295 -0.207 -0.033 0.114
H 1.70451 -1.52024 8.30704 -0.116 -0.012 0.024
H 1.22228 -2.19834 10.64283 -0.099 0.008 -0.069
H -1.09996 -2.66015 11.34439 -0.142 0.023 -0.188
```
Positions in Å, forces in eV/Å.

Computed properties:
2S+1: 1
Charge: +1
HOMO-LUMO gap in eV: 6.6
Maximum force in hartree/bohr: 0.1948
E_HOMO in eV: -10.7